Formula: C29H68N2O15S
Source: the Open Molecules 2025 dataset
Level of theory: ωB97M-V/def2-TZVPD

```
115
C29H68N2O15S | the Open Molecules 2025 dataset | ωB97M-V/def2-TZVPD
C 0.515 -2.807 0.478
O 1.351 -1.724 0.112
C 0.657 -0.564 -0.318
C 0.170 0.306 0.843
C -1.062 1.138 0.500
N -2.172 0.330 -0.057
S -3.086 1.053 -1.304
C -2.999 -0.247 0.961
O -3.870 0.309 1.539
O -2.575 -1.518 1.271
N -3.674 -2.443 1.135
H -0.504 -2.666 0.097
H 0.929 -3.729 0.060
H 0.460 -2.911 1.569
H 1.367 0.004 -0.927
H -0.174 -0.848 -0.976
H -0.019 -0.313 1.727
H 0.957 1.009 1.136
H -0.821 1.899 -0.246
H -1.410 1.667 1.398
H -2.920 0.078 -2.212
H -3.466 -3.139 1.847
H -3.487 -2.887 0.237
C -11.418 5.819 -1.212
O -10.435 4.818 -1.329
C -9.834 4.793 -2.609
C -8.507 4.070 -2.565
O -7.459 4.841 -2.002
C -7.384 4.859 -0.584
C -6.702 3.644 0.001
O -7.570 2.528 -0.009
C -6.865 1.310 0.118
H -12.243 5.661 -1.917
H -11.809 5.775 -0.198
H -10.995 6.815 -1.391
H -9.674 5.817 -2.972
H -10.494 4.277 -3.322
H -8.207 3.883 -3.599
H -8.615 3.111 -2.053
H -8.372 4.991 -0.137
H -6.772 5.730 -0.340
H -6.396 3.873 1.033
H -5.796 3.424 -0.579
H -6.151 1.186 -0.703
H -7.598 0.505 0.086
H -6.315 1.256 1.063
C 4.289 -0.093 -6.378
O 3.029 -0.663 -6.114
C 2.878 -1.050 -4.761
C 1.411 -1.166 -4.408
O 0.768 0.075 -4.165
C 0.494 0.904 -5.283
C -0.710 0.467 -6.086
O -0.395 -0.636 -6.909
C -1.541 -1.322 -7.354
H 5.103 -0.802 -6.186
H 4.307 0.186 -7.429
H 4.457 0.801 -5.765
H 3.359 -0.323 -4.095
H 3.359 -2.026 -4.607
H 1.336 -1.704 -3.460
H 0.889 -1.743 -5.177
H 1.366 1.004 -5.931
H 0.261 1.883 -4.858
H -1.046 1.312 -6.705
H -1.526 0.206 -5.398
H -2.127 -1.706 -6.511
H -1.204 -2.157 -7.964
H -2.188 -0.677 -7.961
C 5.046 -0.424 4.629
O 4.345 0.763 4.913
C 3.972 1.465 3.744
C 2.833 2.416 4.031
O 1.570 1.779 4.132
C 1.280 1.101 5.344
C 0.880 2.018 6.477
O 2.013 2.651 7.036
C 1.676 3.789 7.793
H 5.982 -0.226 4.092
H 5.279 -0.902 5.579
H 4.436 -1.105 4.025
H 3.662 0.761 2.960
H 4.829 2.041 3.365
H 2.745 3.086 3.172
H 3.052 3.016 4.918
H 2.109 0.460 5.650
H 0.418 0.470 5.116
H 0.368 1.422 7.247
H 0.172 2.768 6.102
H 1.158 4.536 7.180
H 2.603 4.217 8.170
H 1.033 3.533 8.644
C 3.991 -3.486 -1.534
O 4.905 -3.532 -0.463
C 4.356 -3.021 0.739
C 5.094 -3.569 1.937
O 4.742 -4.907 2.258
C 5.384 -5.923 1.506
C 6.771 -6.261 2.005
O 7.704 -5.279 1.599
C 8.889 -5.313 2.358
H 3.662 -2.462 -1.744
H 4.499 -3.887 -2.410
H 3.104 -4.097 -1.325
H 3.295 -3.284 0.813
H 4.426 -1.924 0.741
H 4.792 -2.979 2.804
H 6.174 -3.464 1.804
H 5.416 -5.672 0.443
H 4.766 -6.814 1.636
H 7.062 -7.242 1.602
H 6.751 -6.334 3.100
H 8.685 -5.143 3.422
H 9.536 -4.521 1.988
H 9.409 -6.273 2.254
```

The strongest force on any atom comes out at 0.6 eV Å⁻¹. The HOMO-LUMO gap comes out at 9.4 eV. The value obtained for the LUMO energy is 0.33 eV. For the HOMO energy, the calculation gives -9.04 eV. The relative energy (zero: lowest compared OMol25 entry of this formula, charge and spin) comes out at 0.00 kcal per mole. As for the structure (SMILES): COCCCN(S)C(=O)ON.COCCOCCOC.COCCOCCOC.COCCOCCOC.COCCOCCOC.